(1)
{
  "formula": "C3H2IN2S",
  "method": "wB97M-V/def2-TZVPD",
  "gap_ev": [3.53, 3.50],
  "total_charge": -1,
  "e_lumo_ev": [0.309, 0.283],
  "species": ["C", "C", "C", "N", "N", "S", "I", "H", "H"],
  "positions_angstrom": [[0.008, -0.504, 1.612], [-0.139, 0.902, -0.787], [-0.195, 0.785, 1.665], [0.205, -1.063, 0.371], [0.247, -0.235, -0.611], [-0.494, 2.149, 2.446], [0.276, -2.452, -5.484], [0.052, -1.237, 2.303], [0.040, 1.655, -1.515]],
  "forces_ev_per_angstrom": [[1.219, 0.232, -4.481], [-0.462, -0.844, 0.192], [-1.385, 3.288, 2.031], [0.240, -1.564, -0.687], [-0.162, 0.680, 1.217], [0.492, -0.740, -0.827], [-0.001, 0.050, 0.012], [-0.283, -1.641, 2.776], [0.342, 0.538, -0.232]]
}

---

(2)
{
  "formula": "C3H2INO2",
  "method": "wB97M-V/def2-TZVPD",
  "gap_ev": 8.74,
  "total_charge": 0,
  "e_lumo_ev": -0.906,
  "smiles": "C#CC(=O)ONI",
  "species": ["C", "C", "C", "N", "O", "O", "I", "H", "H"],
  "positions_angstrom": [[-0.539, 0.997, -0.754], [0.605, 0.818, -1.032], [-1.886, 1.232, -0.410], [-1.741, -0.687, 1.178], [-2.555, 2.156, -0.694], [-2.400, 0.392, 0.512], [-1.950, -2.662, 0.449], [-0.758, -0.522, 0.991], [1.712, 0.844, -1.236]],
  "forces_ev_per_angstrom": [[0.626, -0.242, -0.637], [2.914, 0.313, -0.356], [0.066, -0.723, 1.378], [0.379, 0.524, -0.189], [-0.709, 1.341, -1.103], [-1.476, -1.640, 0.851], [-0.219, 0.710, -0.252], [0.450, 0.022, 0.048], [-2.031, -0.305, 0.260]]
}

---

Calculated E, -25055.812, -16824.228 eV (same order as the records).